Entry 1:
This record from OMol25 describes a molecular structure, C31H57KN8O4SSb2. The level of theory is wB97M-V/def2-TZVPD.

XYZ file:
```
104
Properties=species:S:1:pos:R:3:mulliken_charge:R:1
K 0.3453 -1.0070 0.4500 1.100
N 0.9293 2.5965 0.3680 1.304
C 1.5427 3.5720 1.3330 0.805
C 2.6009 2.8739 2.1773 -0.575
C 2.0500 1.8739 3.1932 -0.168
N 1.6528 0.6155 2.5170 -0.138
C 0.8865 2.4729 3.9833 -1.775
C -0.1877 3.1781 3.1572 0.106
N -1.0024 2.2042 2.3936 -0.488
C 0.4389 4.1830 2.1885 -1.377
H 1.6539 2.0781 -0.1361 -0.739
H 0.3679 3.0633 -0.3449 0.493
H 0.2796 1.9804 0.8905 0.086
H 2.0210 4.3350 0.7206 -0.383
H 3.1383 3.6563 2.7180 0.621
H 3.3412 2.4045 1.5247 -0.176
H 2.8528 1.6715 3.9093 0.560
H 1.2983 -0.0172 3.2315 0.278
H 2.4931 0.1691 2.1564 0.045
H 1.3014 3.2089 4.6758 0.491
H 0.4264 1.7024 4.6100 0.421
H -0.8183 3.7374 3.8547 0.406
H -1.8522 2.6637 2.0780 0.284
H -1.2983 1.4586 3.0159 0.202
H 0.8794 5.0024 2.7592 0.489
H -0.3348 4.6305 1.5566 0.426
C -2.4898 -3.0747 4.6403 -1.355
Sb -1.7992 -2.8148 2.6378 0.252
C -3.6640 -2.0658 1.8791 -0.697
C -1.9513 -4.9021 2.0370 -1.543
C -3.2850 -5.2655 1.4654 0.554
C -4.3448 -5.5139 2.3395 -0.369
C -5.6191 -5.7891 1.8766 -0.749
C -5.8532 -5.8298 0.5091 -0.724
C -4.8049 -5.6158 -0.3685 -0.660
C -3.5131 -5.3369 0.0827 1.104
C -2.4222 -5.1572 -0.9325 -1.788
Sb -2.0157 -3.0928 -1.4390 0.162
C -1.1727 -3.5020 -3.3645 -1.386
C -3.9923 -2.6731 -2.1288 -1.398
H -3.4669 -3.5546 4.6305 0.401
H -2.5721 -2.1094 5.1372 0.422
H -1.7870 -3.6943 5.1946 0.413
H -4.4157 -2.8550 1.9053 0.429
H -3.5606 -1.7073 0.8551 -0.412
H -3.9920 -1.2451 2.5202 0.597
H -1.7608 -5.4512 2.9605 0.661
H -1.1274 -5.1110 1.3592 0.333
H -4.1562 -5.5021 3.4074 0.383
H -6.4200 -5.9849 2.5768 0.439
H -6.8404 -6.0543 0.1282 0.424
H -4.9807 -5.6915 -1.4354 0.386
H -2.7121 -5.6231 -1.8747 0.617
H -1.4825 -5.6108 -0.6188 0.684
H -1.8473 -4.1531 -3.9188 0.477
H -0.2069 -3.9952 -3.2621 0.409
H -1.0360 -2.5768 -3.9235 0.381
H -4.2930 -3.4574 -2.8223 0.520
H -3.9970 -1.7141 -2.6447 0.425
H -4.6958 -2.6451 -1.2982 0.368
C -4.8812 0.6684 -1.0998 -1.340
C -3.4238 0.7979 -1.3805 0.467
C -2.7305 0.9779 -2.5531 -1.212
C -1.3706 1.0467 -2.1883 0.685
N -1.2273 0.9219 -0.8709 -0.339
N -2.4938 0.7792 -0.4025 0.187
C -0.1976 1.2595 -3.0865 -0.723
H -5.4264 0.5137 -2.0275 0.361
H -5.2716 1.5702 -0.6266 0.377
H -5.0836 -0.1765 -0.4398 0.262
H -3.1486 1.0605 -3.5423 0.485
H -2.6510 0.6099 0.5762 0.213
H -0.3018 2.1919 -3.6424 0.397
H -0.1013 0.4578 -3.8193 0.280
H 0.7304 1.3049 -2.5147 -0.126
C 3.4179 6.0149 -1.3098 -1.162
C 4.3142 5.1152 -2.1486 -0.631
S 4.3299 3.4652 -1.4938 1.270
O 4.9599 3.4598 -0.1940 -0.748
O 2.9801 2.9186 -1.5660 -0.599
C 5.3665 2.5812 -2.6420 -1.037
C 5.7287 1.1800 -2.1605 -1.104
N 4.5630 0.3763 -1.7860 0.230
C 4.2187 0.0503 -0.5141 1.054
N 3.0307 -0.5386 -0.4657 -0.360
C 2.6013 -0.6246 -1.7589 -0.189
C 3.5260 -0.0641 -2.5770 -0.624
N 3.4611 0.0383 -4.0033 1.102
O 2.4406 -0.3572 -4.5231 -0.607
O 4.4224 0.5064 -4.5871 -0.641
C 5.1109 0.2643 0.6577 -1.945
H 3.4492 7.0244 -1.7149 0.480
H 3.7621 6.0558 -0.2769 0.321
H 2.3832 5.6744 -1.3407 0.254
H 5.3517 5.4510 -2.1376 0.454
H 3.9718 5.0354 -3.1813 0.376
H 6.2815 3.1667 -2.7449 0.637
H 4.8475 2.5590 -3.5988 0.516
H 6.3629 1.2376 -1.2798 0.479
H 6.2753 0.6734 -2.9513 0.389
H 1.6786 -1.0917 -2.0633 0.787
H 6.0352 -0.3042 0.5407 0.496
H 4.6139 -0.1047 1.5517 0.426
H 5.3657 1.3148 0.7953 0.343
```

Values from the calculation:
**ΔE to the lowest compared entry with this formula, charge and spin**: 0.0 kcal per mole
**Multiplicity**: 1
**Net charge**: +2
**Frontier orbital gap**: 7.0 eV

***

Entry 2:
This record from OMol25 describes a molecular structure, C31H57N2O11PtS5. The level of theory is wB97M-V/def2-TZVPD.

XYZ file:
```
107
Properties=species:S:1:pos:R:3:lowdin_spin:R:1
Pt -2.8393 0.8908 -4.8333 0.993
C 0.2251 2.6205 -0.1828 0.111
C 0.5414 1.3202 -1.1427 0.076
C 1.1646 0.2733 -0.1175 0.027
O -0.6374 0.9717 -1.7661 0.776
H -0.3332 3.3959 -0.7073 0.000
H 1.1572 3.0831 0.1418 0.009
H -0.2612 2.3769 0.7618 0.002
H 1.3555 1.7024 -1.7584 0.004
H 1.5503 -0.5227 -0.7544 0.001
H 0.4386 -0.1297 0.5887 0.000
H 2.0303 0.6357 0.4369 0.001
C -0.8473 -5.3990 5.3206 0.000
C -0.8526 -6.5086 4.2751 0.000
C 0.6120 -6.8378 3.9934 0.000
S 1.6259 -5.2942 4.2939 0.000
O 2.1474 -4.9247 2.9499 0.000
O 2.4945 -5.4128 5.4665 0.000
C 0.0473 -4.2823 4.7579 0.000
H -0.6644 -5.8217 6.3085 0.000
H -1.8228 -4.9159 5.3773 0.000
H -1.4224 -6.1556 3.4156 0.000
H -1.3987 -7.3725 4.6541 0.000
H 0.9292 -7.2301 3.0272 0.000
H 1.1169 -7.5594 4.6357 0.000
H -0.3151 -3.9789 3.7757 0.000
H 0.2592 -3.3604 5.2995 0.000
C -5.6852 4.6894 -0.1704 0.000
C -5.7590 5.8176 -1.1008 0.000
C -6.2044 5.3306 -2.4696 0.000
S -6.7656 3.5569 -2.3530 0.000
O -5.7231 2.7141 -2.9053 0.000
O -8.1816 3.3871 -2.7111 0.000
C -6.6715 3.5284 -0.5014 0.000
H -5.8702 5.0151 0.8532 0.000
H -4.6436 4.3924 -0.0483 0.000
H -4.9577 6.5526 -1.1773 0.000
H -6.5806 6.3784 -0.6550 0.000
H -5.5532 5.4100 -3.3401 0.000
H -7.0817 5.9011 -2.7743 0.000
H -6.4831 2.5211 -0.1299 0.000
H -7.6716 3.7456 -0.1261 0.000
C -0.3553 7.4445 -2.8832 0.000
C 1.1036 6.9635 -3.1643 0.000
C 1.1025 5.8023 -4.1613 0.000
S -0.6089 5.7509 -5.0317 0.000
O -1.3979 4.5721 -4.5824 0.000
O -0.6105 6.1430 -6.4790 0.000
C -1.2087 7.3152 -4.1394 0.000
H -0.2849 8.5149 -2.6897 0.000
H -0.6649 6.9214 -1.9784 0.000
H 1.4967 6.7673 -2.1667 0.000
H 1.7285 7.8001 -3.4768 0.000
H 1.2857 4.7610 -3.8963 0.000
H 1.7974 6.0298 -4.9696 0.000
H -2.2927 7.4039 -4.2112 0.000
H -0.8453 8.1532 -4.7343 0.000
C -0.1441 -4.7106 -1.6787 0.000
C -0.8826 -6.0086 -1.7071 0.000
C -2.1067 -5.6253 -2.4335 0.000
S -1.6346 -4.3962 -3.7473 0.000
O -2.2721 -3.0736 -3.6319 0.000
O -1.3633 -4.9956 -5.0848 0.000
C 0.0173 -4.2566 -3.0408 0.000
H 0.8088 -5.1435 -1.3743 0.000
H -0.4994 -3.8767 -1.0733 0.000
H -0.9365 -6.5286 -0.7507 0.000
H -0.3143 -6.7071 -2.3213 0.000
H -2.6456 -5.1125 -1.6368 0.000
H -2.8839 -6.2887 -2.8130 0.000
H 0.4204 -3.2841 -3.3231 0.000
H 0.7261 -4.8842 -3.5810 0.000
C 7.2344 -1.0690 0.0929 0.000
C 7.0325 -2.4852 0.6036 0.000
C 6.0689 -3.1563 -0.4017 0.000
S 6.7172 -2.7575 -2.1089 0.000
O 5.5797 -2.5989 -2.9767 0.000
O 7.7797 -3.6031 -2.5303 0.000
C 7.5877 -1.1975 -1.3755 0.000
H 7.9641 -0.5543 0.7181 0.000
H 6.2394 -0.6530 0.2509 0.000
H 6.5295 -2.6191 1.5613 0.000
H 7.9869 -3.0075 0.6703 0.000
H 5.1587 -2.5604 -0.3334 0.000
H 5.8882 -4.2307 -0.3695 0.000
H 7.3488 -0.3882 -2.0655 0.000
H 8.6579 -1.3797 -1.4727 0.000
N 3.6769 2.6569 4.6803 0.000
C 4.9908 2.8345 5.1156 0.000
C 5.4992 1.5721 5.3270 0.000
C 4.5301 0.6376 5.0102 0.000
C 3.3999 1.2799 4.5743 0.000
H 2.9824 3.3809 4.5629 0.000
H 5.2881 3.8617 5.2668 0.000
H 6.5046 1.3914 5.6777 0.000
H 4.7158 -0.3938 5.2713 0.000
H 2.3855 0.9750 4.3636 0.000
N -3.7029 -1.0312 1.1864 0.000
C -4.8991 -1.3873 0.6616 0.000
C -5.7411 -1.5316 1.7557 0.000
C -5.0952 -1.3115 2.9715 0.000
C -3.8523 -0.7898 2.5674 0.000
H -2.9195 -0.7173 0.6316 0.000
H -5.0993 -1.6941 -0.3544 0.000
H -6.7898 -1.7875 1.7210 0.000
H -5.6594 -1.3333 3.8922 0.000
H -2.9923 -0.3078 3.0084 0.000
```

Values from the calculation:
**ΔE to the lowest compared entry with this formula, charge and spin**: 177.8 kcal per mole
**Multiplicity**: 3
**Expectation value of S²**: 2.011
**Net charge**: +1
**Frontier orbital gap (alpha / beta)**: 2.9 / 2.7 eV

***

Q: What is the multiplicity in the first record?
A: 1

***

Q: Which formula does entry 1 have?
A: C31H57KN8O4SSb2

***

Q: Which formula does entry 2 have?
A: C31H57N2O11PtS5

***

Q: The highest net charge belongs to which entry?
A: C31H57KN8O4SSb2